(1)
ORCA calculation (wB97M-V/def2-TZVPD) on one molecule with the formula C3H5N3.

ΔE to the lowest compared entry with this formula, charge and spin (kcal/mol): 78.6
Multiplicity: 1
E_HOMO (spin up / spin down) (eV): -7.796 / -7.794
Orbital gap (spin up / spin down) (eV): 7.92 / 7.91
Strongest force on any atom (eV/Å): 0.87
E_LUMO (spin up / spin down) (eV): 0.12 / 0.12

Structure (XYZ):
```
11
Properties=species:S:1:pos:R:3:forces:R:3:lowdin_charge:R:1
N 1.90783 -0.83148 0.89924 -0.232 0.482 -0.553 0.067
C 1.04690 -0.19091 0.23639 -0.077 0.329 0.340 -0.271
C -0.96025 0.97558 0.77169 0.128 -0.172 -0.060 -0.032
N -1.47421 0.69599 -0.43027 0.218 -0.254 0.003 -0.020
C -0.86389 -0.17456 -1.17523 -0.197 -0.295 0.103 -0.222
N 0.34710 -0.69311 -0.84245 -0.159 0.246 0.080 0.049
H 2.44061 -0.20580 1.50210 -0.171 -0.102 0.078 0.041
H -0.62416 0.23844 1.48077 -0.442 -0.473 0.027 0.047
H -1.38002 1.87460 1.24103 0.834 0.045 -0.260 0.073
H -1.29505 -0.49329 -2.11593 0.100 0.101 -0.013 0.119
H 0.85514 -1.19546 -1.56736 -0.003 0.093 0.255 0.149
```
Forces are in eV/Å.

***

(2)
ORCA calculation (wB97M-V/def2-TZVPD) on one molecule with the formula C25H25NO7.

ΔE to the lowest compared entry with this formula, charge and spin (kcal/mol): 0.0
Multiplicity: 1
E_HOMO (eV): -8.171
Orbital gap (eV): 8.52
Strongest force on any atom (eV/Å): 0.95
SMILES: Cc1cc(C(=O)COC(=O)CCC(=O)c2ccc3c(c2)OCCO3)c(C)n1Cc1ccco1
E_LUMO (eV): 0.35

Structure (XYZ):
```
58
Properties=species:S:1:pos:R:3:forces:R:3:lowdin_charge:R:1
C 2.33459 0.45998 1.19232 -0.034 0.148 0.012 -0.020
C 2.11882 1.12444 -0.12130 0.169 -0.507 0.014 -0.278
C 2.25619 0.62317 -1.38302 -0.015 0.190 0.147 0.003
C 1.97221 1.67669 -2.29883 0.014 0.528 0.693 -0.117
C 1.96670 1.60735 -3.74766 -0.079 -0.222 -0.252 -0.346
O 2.19969 2.53659 -4.48900 0.049 -0.083 -0.083 0.097
C 1.63109 0.22138 -4.31955 0.000 0.383 -0.438 -0.068
O 0.65908 -0.46138 -3.53267 0.244 -0.378 -0.008 -0.005
C -0.50299 0.18078 -3.36079 -0.526 -0.213 0.157 -0.493
O -0.77566 1.22528 -3.88646 0.043 0.087 -0.097 0.146
C -1.38665 -0.55347 -2.37666 0.183 0.169 -0.052 -0.052
C -1.41829 0.27327 -1.07993 -0.284 0.068 0.001 -0.088
C -2.13063 -0.48091 0.02554 0.141 0.405 -0.347 -0.366
O -3.24438 -0.16278 0.38194 -0.095 -0.073 -0.004 0.086
C -1.41579 -1.62106 0.64281 0.000 -0.504 0.447 -0.140
C -0.08923 -1.95496 0.35966 -0.221 0.061 0.060 -0.027
C 0.50865 -3.01956 0.99864 -0.050 -0.230 0.192 0.018
C -0.19496 -3.78494 1.92377 -0.054 0.166 -0.015 -0.192
C -1.53863 -3.48348 2.18468 0.098 -0.010 -0.118 -0.185
C -2.12580 -2.40041 1.55560 0.161 -0.081 -0.013 0.082
O -2.29383 -4.23674 3.04374 -0.045 0.367 -0.062 -0.019
C -1.71707 -5.48889 3.34050 0.463 -0.335 0.071 -0.148
C -0.23476 -5.32108 3.66908 -0.514 -0.121 0.316 -0.143
O 0.45755 -4.80515 2.55148 0.067 0.181 -0.377 -0.017
C 1.65840 2.79390 -1.53776 0.022 -0.182 -0.638 -0.189
C 1.23188 4.13614 -1.99885 -0.061 0.038 0.017 0.011
N 1.74090 2.44422 -0.22765 0.276 -0.118 -0.203 0.002
C 1.36567 3.28733 0.88514 -0.444 -0.131 0.299 -0.037
C -0.08765 3.13988 1.21576 -0.081 0.866 -0.309 -0.252
C -1.16436 3.93208 0.94851 0.608 -0.266 0.131 -0.019
C -2.29257 3.26375 1.48495 0.026 -0.509 0.275 -0.046
C -1.81974 2.11553 2.03466 -0.810 0.477 -0.100 -0.118
O -0.48806 2.02745 1.87666 0.529 -0.189 0.041 0.036
H 3.11886 0.96345 1.75942 0.057 -0.037 0.106 0.084
H 2.64070 -0.56932 1.03009 0.028 -0.059 0.010 0.078
H 1.42283 0.46128 1.78927 0.013 -0.073 0.090 0.073
H 2.56537 -0.37085 -1.63893 0.056 -0.253 0.043 0.119
H 1.27020 0.35302 -5.34438 0.105 0.015 0.159 0.141
H 2.51839 -0.41491 -4.31631 -0.075 0.036 0.013 0.140
H -0.98471 -1.55006 -2.19971 -0.065 0.011 -0.040 0.119
H -2.39624 -0.62915 -2.78118 0.047 -0.012 -0.045 0.138
H -0.40096 0.51325 -0.76924 0.091 0.030 0.022 0.102
H -1.95573 1.20445 -1.26734 0.046 -0.055 0.103 0.135
H 0.49119 -1.38057 -0.34219 0.080 0.132 -0.136 0.096
H 1.53609 -3.28383 0.80428 0.144 -0.025 -0.018 0.123
H -3.15614 -2.16215 1.76864 -0.120 0.022 0.017 0.135
H -2.26869 -5.89111 4.19101 0.084 -0.017 -0.073 0.134
H -1.82263 -6.16344 2.47958 -0.023 0.054 0.100 0.140
H 0.23190 -6.27766 3.90775 -0.077 0.079 0.021 0.133
H -0.12790 -4.63524 4.52027 0.020 -0.090 -0.078 0.140
H 0.23007 4.36860 -1.63899 -0.073 0.082 0.019 0.078
H 1.91733 4.90770 -1.64660 0.019 0.108 -0.016 0.091
H 1.23120 4.14667 -3.08482 -0.001 0.059 0.017 0.080
H 1.96906 3.00796 1.75303 0.015 0.130 -0.120 0.134
H 1.56828 4.32840 0.62765 -0.008 -0.127 0.091 0.134
H -1.15859 4.87817 0.44678 0.095 0.199 -0.131 0.109
H -3.30979 3.59360 1.45885 -0.255 -0.006 0.024 0.106
H -2.31043 1.30734 2.53777 0.017 -0.186 0.063 0.126
```
Forces are in eV/Å.

***

(3)
ORCA calculation (wB97M-V/def2-TZVPD) on one molecule with the formula C7H7BrFNO2 in a non-equilibrium geometry.

ΔE to the lowest compared entry with this formula, charge and spin (kcal/mol): 11.1
Multiplicity: 1
E_HOMO (eV): -9.176
Orbital gap (eV): 8.95
Strongest force on any atom (eV/Å): 6.56
SMILES: O=[N+]([O-])[C@]1(CBr)C=CC=C[C@H]1F
E_LUMO (eV): -0.23

Structure (XYZ):
```
19
Properties=species:S:1:pos:R:3:forces:R:3:lowdin_charge:R:1
O -0.62343 -2.72165 -0.41849 0.475 -0.209 -0.557 0.095
N -0.71738 -1.76214 0.31626 -0.469 -1.638 0.483 -0.382
O -1.59782 -1.64476 1.13502 -0.258 0.165 0.197 0.111
C 0.28898 -0.69905 0.18813 -1.780 3.397 -0.190 -0.351
C 1.68931 -1.15290 0.12053 1.517 -0.183 -0.255 -0.501
Br 2.87023 0.35362 0.44635 0.343 0.679 0.089 0.726
C 0.04743 0.24457 1.36646 -0.724 0.178 -0.408 -0.111
C -0.78636 1.29502 1.22603 1.088 -0.158 -0.809 -0.059
C -1.14389 1.93106 -0.08067 2.368 -6.029 -1.032 -0.011
C -0.81117 1.31540 -1.27774 -0.658 4.932 1.488 -0.030
C -0.29143 -0.00284 -1.35573 3.066 -1.371 1.612 -0.180
F 0.76736 -0.05951 -2.27663 -0.572 -0.054 0.480 -0.017
H 1.93828 -1.30810 -0.92990 0.129 -1.223 0.482 0.057
H 2.05269 -1.83162 0.93447 -0.837 -0.036 -1.319 0.097
H 0.51789 0.00190 2.35460 -0.566 0.149 -1.129 0.135
H -0.95714 1.86678 2.10717 -0.324 0.506 0.501 0.094
H -1.49436 2.85968 -0.02534 -1.435 3.681 -0.089 0.052
H -0.74129 2.02040 -2.18131 -0.394 -1.593 1.114 0.149
H -1.00791 -0.70586 -1.64922 -0.969 -1.193 -0.660 0.125
```
Forces are in eV/Å.

***

(4)
ORCA calculation (wB97M-V/def2-TZVPD) on C35H26Cl4F3LaNO7PS as an isolated structure in a non-equilibrium geometry.

ΔE to the lowest compared entry with this formula, charge and spin (kcal/mol): 0.0
Multiplicity: 1
E_HOMO (eV): -2.106
Orbital gap (eV): 6.25
Strongest force on any atom (eV/Å): 1.47
E_LUMO (eV): 4.15
Charge: -2

Structure (XYZ):
```
79
Properties=species:S:1:pos:R:3:forces:R:3:lowdin_charge:R:1
La -1.18333 0.68365 0.26213 -0.094 -0.232 -0.048 2.079
C -2.09414 3.67152 -1.38497 0.005 0.056 0.299 -0.083
N -2.29329 3.10521 -0.04849 0.172 0.310 0.361 -0.382
C -1.56125 3.87023 0.96259 -0.001 0.021 0.159 -0.111
C -3.72168 3.08868 0.30204 0.183 -0.563 0.633 -0.195
C -4.46043 1.96422 -0.41563 0.004 0.296 -0.078 -0.277
C -5.80776 2.14664 -0.75625 0.056 -0.218 0.334 -0.080
C -6.53377 1.12144 -1.39013 1.207 0.551 0.296 -0.132
C -5.83473 -0.02580 -1.74429 0.000 0.113 -0.339 -0.140
C -4.47877 -0.13400 -1.44206 0.585 -1.139 0.109 -0.155
C -3.72361 0.79644 -0.71950 -0.210 0.488 -0.248 -0.177
H -2.60047 4.64351 -1.47855 -0.004 0.041 0.068 0.089
H -2.49819 2.99740 -2.12659 -0.147 -0.205 -0.192 0.091
H -1.03442 3.78717 -1.56282 0.233 0.009 -0.126 0.061
H -1.91042 4.89991 1.03264 -0.282 0.358 -0.005 0.082
H -0.50499 3.93249 0.72096 0.228 -0.265 -0.048 0.083
H -1.69001 3.41989 1.96070 0.111 0.013 -0.337 0.096
H -4.11610 4.08396 0.09901 -0.414 0.261 -0.207 0.107
H -3.75614 2.97598 1.40690 -0.191 -0.269 -0.545 0.119
H -6.28090 3.09133 -0.45760 -0.048 -0.316 -0.242 0.092
H -7.55881 1.26734 -1.64903 -0.603 0.007 -0.111 0.067
H -6.30547 -0.81422 -2.33599 -0.043 0.138 0.255 0.083
H -3.96619 -1.06872 -1.74407 -0.342 0.478 0.041 0.089
O -0.19528 0.24553 2.91437 0.144 -0.226 -0.182 -0.430
S 0.94696 1.11632 3.22261 -0.379 0.279 0.151 0.415
O 0.84841 1.76896 4.50920 0.190 -0.015 0.055 -0.335
O 1.18664 2.01751 2.09307 0.215 -0.213 -0.064 -0.382
C 2.41211 0.04232 3.37291 0.170 0.519 -0.469 -0.235
C 3.26640 0.21865 4.46326 -0.137 -0.470 -0.122 -0.062
C 4.45650 -0.49677 4.55112 0.207 0.186 0.555 -0.096
C 4.82465 -1.39070 3.55481 -0.529 0.016 -0.221 -0.088
C 3.96917 -1.54654 2.46714 0.256 0.009 -0.088 -0.090
C 2.78499 -0.80940 2.33116 0.308 -0.202 0.315 -0.331
P 1.82941 -0.90975 0.76275 0.179 -0.345 -0.112 1.114
C 1.51797 -2.71797 0.65482 0.098 -0.105 1.024 -0.354
C 1.31304 -3.26647 -0.60090 0.052 0.255 -0.272 -0.104
C 0.78963 -4.54190 -0.71554 -0.641 -0.469 -0.040 -0.081
C 0.40940 -5.25934 0.42219 0.539 -0.396 -0.232 -0.102
C 0.71773 -4.76833 1.68021 0.041 0.698 -0.127 -0.098
C 1.26904 -3.49800 1.80975 0.070 0.502 -0.691 -0.069
C 3.19100 -0.63695 -0.45887 -0.327 0.227 0.374 -0.337
C 3.19967 0.63016 -1.03107 0.281 -0.138 -0.486 -0.074
C 4.08085 0.92478 -2.07655 -0.536 0.008 0.752 -0.069
C 4.95653 -0.03037 -2.53021 0.655 0.221 -0.387 -0.101
C 5.01436 -1.25580 -1.89159 0.324 -0.686 -0.250 -0.105
C 4.15063 -1.56178 -0.86090 -0.199 -0.586 0.205 -0.112
H 2.96619 0.88629 5.25106 -0.066 0.207 0.088 0.099
H 5.10338 -0.35098 5.42856 -0.294 -0.046 -0.427 0.100
H 5.74789 -1.96274 3.61416 -0.147 0.113 0.010 0.096
H 4.25917 -2.23000 1.67123 -0.111 0.124 0.198 0.089
H 1.54595 -2.63792 -1.46571 -0.258 -0.444 0.059 0.107
H 0.57998 -4.97543 -1.69025 0.101 0.192 0.047 0.098
H -0.04750 -6.25145 0.34335 0.122 0.400 -0.141 0.096
H 0.48351 -5.33173 2.56189 -0.097 -0.235 0.303 0.090
H 1.48028 -3.06932 2.78628 -0.134 -0.134 -0.088 0.104
H 2.48653 1.37427 -0.71302 -0.189 0.085 0.023 0.088
H 4.03404 1.90477 -2.49904 0.027 0.433 -0.389 0.090
H 5.63482 0.19235 -3.36071 -0.280 -0.120 0.260 0.102
H 5.70820 -2.02035 -2.24102 -0.044 0.184 0.094 0.097
H 4.20311 -2.55438 -0.39274 -0.142 0.418 -0.313 0.103
Cl 1.33132 2.17781 -6.39173 0.149 0.366 -0.277 0.598
C 0.78339 1.32859 -4.99574 0.311 -0.259 -0.260 -0.764
C 0.43636 0.01020 -5.11029 -0.284 -0.365 -0.798 -0.725
Cl 0.53218 -0.72871 -6.69664 -0.064 -0.136 0.179 0.572
C -0.04928 -0.72236 -4.02609 0.325 0.340 0.967 -0.600
Cl -0.49225 -2.39032 -4.28998 -0.115 0.215 0.499 0.618
C -0.12159 -0.11453 -2.73902 -0.074 0.058 -1.466 -0.409
O -0.64191 -0.64621 -1.69703 -0.107 -0.609 0.626 -0.265
C 0.35743 1.25781 -2.60096 -0.380 -0.199 -0.111 -0.425
O 0.27488 1.75301 -1.40283 0.073 0.394 0.171 -0.303
C 0.77233 1.93470 -3.74538 0.441 0.586 0.449 -0.588
Cl 1.43714 3.57276 -3.65710 -0.389 -0.399 0.509 0.600
F -3.25373 -0.75764 4.79189 0.113 -0.187 -0.419 0.132
C -3.25575 -1.48265 3.65736 0.043 -0.063 -0.786 -0.515
F -4.50549 -1.99817 3.52522 -0.005 0.113 0.098 0.111
F -2.43778 -2.53635 3.82508 -0.043 0.268 0.225 0.126
C -2.88856 -0.65626 2.34907 0.350 -0.328 0.233 -0.636
O -3.31404 0.49378 2.27793 0.053 0.469 0.318 -0.006
O -2.17516 -1.24729 1.49745 -0.270 -0.442 0.404 -0.157
```
Forces are in eV/Å.

***

(5)
ORCA calculation (wB97M-V/def2-TZVPD) on one molecule with the formula C4H8O.

ΔE to the lowest compared entry with this formula, charge and spin (kcal/mol): 6.4
Multiplicity: 1
E_HOMO (eV): -9.850
Orbital gap (eV): 10.91
Strongest force on any atom (eV/Å): 0.51
SMILES: CCCC=O
E_LUMO (eV): 1.06

Structure (XYZ):
```
13
Properties=species:S:1:pos:R:3:forces:R:3:lowdin_charge:R:1
C 1.31558 -0.93886 -0.80782 0.056 -0.012 -0.010 -0.119
C -0.08913 -0.56945 -0.34126 -0.050 -0.029 -0.039 -0.273
C -0.12374 0.64751 0.57762 -0.004 -0.058 -0.031 -0.185
C -1.52720 1.14128 0.83954 -0.214 -0.072 -0.176 -0.267
O -2.48874 0.83115 0.17676 0.370 0.126 0.326 0.046
H 1.97712 -1.16667 0.03622 -0.095 0.042 -0.104 0.072
H 1.77134 -0.12122 -1.37880 -0.063 -0.103 0.092 0.072
H 1.28793 -1.82065 -1.45649 0.024 0.130 0.100 0.070
H -0.73388 -0.36928 -1.20296 0.100 -0.039 0.100 0.109
H -0.54420 -1.41762 0.18496 0.047 0.109 -0.090 0.115
H 0.36729 0.45286 1.54143 -0.087 0.021 -0.123 0.118
H 0.43038 1.49111 0.13470 -0.096 -0.084 0.058 0.125
H -1.64277 1.83982 1.69610 0.012 -0.030 -0.104 0.118
```
Forces are in eV/Å.

***

(6)
ORCA calculation (wB97M-V/def2-TZVPD) on a 2-piece molecular cluster, C3H5F3 overall in a non-equilibrium geometry.

ΔE to the lowest compared entry with this formula, charge and spin (kcal/mol): 111.4
Multiplicity: 1
E_HOMO (eV): -11.555
Orbital gap (eV): 12.18
Strongest force on any atom (eV/Å): 6.17
E_LUMO (eV): 0.63

Structure (XYZ):
```
11
Properties=species:S:1:pos:R:3:forces:R:3:lowdin_charge:R:1
C -0.85316 1.40406 0.01894 -0.834 6.030 1.031 -0.042
C -0.37052 -0.03565 0.06924 0.019 1.709 -0.517 -0.684
C 1.11496 -0.27257 0.46289 3.220 1.187 -0.835 -0.015
H -2.09139 1.90390 0.75840 3.499 -2.447 -2.386 0.213
H -0.90636 2.10645 -0.99205 0.440 -2.463 2.551 0.121
H -0.11086 1.89509 0.77075 -1.386 -0.173 -1.602 0.055
H 1.50378 -1.24753 1.19176 -1.677 2.631 -2.752 0.192
H 1.41194 0.76186 1.12731 -0.414 -3.071 -2.173 0.163
F -0.87311 -0.66485 -1.02076 0.548 -0.957 0.775 0.090
F -0.87060 -0.39408 1.23024 -2.392 -2.464 2.449 0.054
F 1.83762 -0.27383 -0.89422 -1.025 0.018 3.458 -0.146
```
Forces are in eV/Å.